The following is a DFT calculation (ωB97M-V with the def2-TZVPD basis set) of a 11-piece molecular cluster, C54H141N11O16 overall.

The HOMO energy is -0.323 Eh. For the energy above the lowest of the compared OMol25 structures with the same formula, charge and spin, the calculation gives 60.60 kcal/mol. The LUMO energy comes out at 0.5372 eV. Its net charge is 0.

Last columns: bonded neighbours and bond lengths (Å).
Cartesian coordinates (Å):
1 C 19.5122 22.8157 10.2294  O2 1.414, H7 1.090, H8 1.090, H9 1.090
2 O 20.1054 24.0445 10.6007  C1 1.414, C3 1.441
3 C 20.7662 24.0890 11.8811  O2 1.441, C4 1.570, H10 1.090, H11 1.090
4 C 19.8401 23.9536 13.1422  C3 1.570, C5 1.533, N6 1.454, H12 1.090
5 C 18.8380 25.1125 13.1889  C4 1.533, H13 1.090, H14 1.090, H15 1.090
6 N 20.5909 23.9224 14.3867  C4 1.454, H16 1.010, H17 1.010
7 H 19.9072 22.0312 10.8749  C1 1.090
8 H 19.8186 22.6017 9.2055  C1 1.090
9 H 18.4343 22.7436 10.3747  C1 1.090
10 H 21.5608 23.3517 11.9955  C3 1.090
11 H 21.2576 25.0614 11.8477  C3 1.090
12 H 19.2097 23.1024 12.8848  C4 1.090
13 H 19.3536 26.0713 13.2425  C5 1.090
14 H 18.2499 25.1823 14.1039  C5 1.090
15 H 18.1064 25.2365 12.3905  C5 1.090
16 H 19.9568 23.7007 15.1410  N6 1.010
17 H 21.2614 23.1693 14.4441  N6 1.010
18 C 14.0466 23.7266 10.6227  O19 1.384, H24 1.090, H25 1.090, H26 1.090
19 O 14.6096 23.9969 9.3881  C18 1.384, C20 1.430
20 C 15.6344 24.9940 9.4220  O19 1.430, C21 1.559, H27 1.090, H28 1.090
21 C 16.4119 25.0045 8.0708  C20 1.559, C22 1.500, N23 1.422, H29 1.090
22 C 17.6330 25.8749 8.0885  C21 1.500, H30 1.090, H31 1.090, H32 1.090
23 N 15.6027 25.5004 7.0113  C21 1.422, H33 1.010, H34 1.010
24 H 13.1133 23.1651 10.5800  C18 1.090
25 H 13.7022 24.6344 11.1179  C18 1.090
26 H 14.6928 23.1420 11.2776  C18 1.090
27 H 15.2695 25.9696 9.7432  C20 1.090
28 H 16.3458 24.6955 10.1920  C20 1.090
29 H 16.6727 23.9709 7.8435  C21 1.090
30 H 18.0356 26.0337 7.0881  C22 1.090
31 H 18.4320 25.5068 8.7320  C22 1.090
32 H 17.3707 26.8526 8.4928  C22 1.090
33 H 15.5070 26.5025 7.0939  N23 1.010
34 H 14.6403 25.2134 7.1182  N23 1.010
35 C 10.1814 24.1357 11.7641  O36 1.463, H41 1.090, H42 1.090, H43 1.090
36 O 10.4569 23.5914 13.0939  C35 1.463, C37 1.445
37 C 9.3006 22.8084 13.4665  O36 1.445, C38 1.577, H44 1.090, H45 1.090
38 C 9.6000 21.8936 14.7153  C37 1.577, C39 1.604, N40 1.422, H46 1.090
39 C 10.7302 20.8028 14.3893  C38 1.604, H47 1.090, H48 1.090, H49 1.090
40 N 8.4856 21.1013 15.1056  C38 1.422, H50 1.010, H51 1.010
41 H 9.3482 24.8377 11.7326  C35 1.090
42 H 10.1434 23.3637 10.9956  C35 1.090
43 H 11.0536 24.6588 11.3721  C35 1.090
44 H 8.4558 23.4442 13.7314  C37 1.090
45 H 8.9471 22.1300 12.6899  C37 1.090
46 H 9.9181 22.4650 15.5873  C38 1.090
47 H 11.0707 20.2781 15.2820  C39 1.090
48 H 11.5982 21.3802 14.0710  C39 1.090
49 H 10.4591 20.0867 13.6135  C39 1.090
50 H 7.6393 21.6144 14.9037  N40 1.010
51 H 8.4288 20.3156 14.4735  N40 1.010
52 C 12.5196 18.5439 12.5836  O53 1.394, H58 1.090, H59 1.090, H60 1.090
53 O 12.0117 18.8459 11.3206  C52 1.394, C54 1.434
54 C 12.7008 19.8193 10.5247  O53 1.434, C55 1.565, H61 1.090, H62 1.090
55 C 14.0655 19.2927 9.9671  C54 1.565, C56 1.510, N57 1.448, H63 1.090
56 C 15.2008 20.2794 9.8395  C55 1.510, H64 1.090, H65 1.090, H66 1.090
57 N 13.9469 18.6282 8.6865  C55 1.448, H67 1.010, H68 1.010
58 H 12.6304 19.3549 13.3033  C52 1.090
59 H 13.4027 17.9330 12.3968  C52 1.090
60 H 11.7361 17.8912 12.9685  C52 1.090
61 H 12.0878 20.1599 9.6903  C54 1.090
62 H 12.8898 20.7086 11.1260  C54 1.090
63 H 14.4193 18.5920 10.7234  C55 1.090
64 H 15.3301 20.8323 10.7699  C56 1.090
65 H 15.0249 21.1296 9.1804  C56 1.090
66 H 16.1672 19.8206 9.6307  C56 1.090
67 H 13.2818 17.8779 8.8084  N57 1.010
68 H 13.4428 19.2214 8.0429  N57 1.010
69 C 20.1639 18.5563 17.8776  O70 1.411, H75 1.090, H76 1.090, H77 1.090
70 O 20.9670 19.3935 17.0737  C69 1.411, C71 1.431
71 C 20.8227 19.1107 15.6779  O70 1.431, C72 1.575, H78 1.090, H79 1.090
72 C 20.9698 20.4004 14.7864  C71 1.575, C73 1.512, N74 1.461, H80 1.090
73 C 20.9976 20.0879 13.3069  C72 1.512, H81 1.090, H82 1.090, H83 1.090
74 N 22.1229 21.2158 15.1588  C72 1.461, H84 1.010, H85 1.010
75 H 20.3963 17.4934 17.8114  C69 1.090
76 H 19.1098 18.6484 17.6163  C69 1.090
77 H 20.2497 18.9254 18.8997  C69 1.090
78 H 21.6748 18.4642 15.4683  C71 1.090
79 H 19.9596 18.5117 15.3874  C71 1.090
80 H 20.1357 21.0282 15.0995  C72 1.090
81 H 20.3023 19.3008 13.0149  C73 1.090
82 H 22.0025 19.7934 13.0046  C73 1.090
83 H 20.7258 21.0175 12.8068  C73 1.090
84 H 22.2510 21.0784 16.1511  N74 1.010
85 H 22.9180 20.7693 14.7245  N74 1.010
86 C 12.2656 26.1783 16.0846  O87 1.424, H92 1.090, H93 1.090, H94 1.090
87 O 12.9311 26.7744 14.9751  C86 1.424, C88 1.417
88 C 12.3794 26.5162 13.6962  O87 1.417, C89 1.574, H95 1.090, H96 1.090
89 C 13.0616 27.3610 12.5570  C88 1.574, C90 1.546, N91 1.443, H97 1.090
90 C 14.5963 27.2721 12.3922  C89 1.546, H98 1.090, H99 1.090, H100 1.090
91 N 12.8588 28.7611 12.8418  C89 1.443, H101 1.010, H102 1.010
92 H 11.7934 25.2067 15.9395  C86 1.090
93 H 11.5445 26.8801 16.5037  C86 1.090
94 H 12.9775 25.9240 16.8699  C86 1.090
95 H 12.6355 25.4834 13.4600  C88 1.090
96 H 11.3036 26.6740 13.7721  C88 1.090
97 H 12.6478 27.0972 11.5837  C89 1.090
98 H 15.0282 27.7727 11.5257  C90 1.090
99 H 14.9686 26.2589 12.5434  C90 1.090
100 H 15.1811 27.8541 13.1046  C90 1.090
101 H 11.9052 29.0660 12.7084  N91 1.010
102 H 13.0634 28.9284 13.8166  N91 1.010
103 C 16.9922 19.7516 20.1166  O104 1.405, H112 1.090, H113 1.090, H114 1.090
104 O 17.2710 18.8763 19.0537  C103 1.405, C105 1.428
105 C 16.7568 17.5595 19.2530  O104 1.428, C106 1.524, H115 1.090, H116 1.090
106 C 15.2371 17.4532 19.2725  C105 1.524, N107 1.428, H117 1.090, H118 1.090
107 N 14.5887 18.3363 18.3562  C106 1.428, C108 1.461, H119 1.010
108 C 13.1500 18.3080 18.6063  N107 1.461, C109 1.552, H120 1.090, H121 1.090
109 C 12.3640 19.5274 18.0555  C108 1.552, O110 1.431, H122 1.090, H123 1.090
110 O 12.8219 20.6344 18.8386  C109 1.431, C111 1.443
111 C 11.9552 21.7786 18.6863  O110 1.443, H124 1.090, H125 1.090, H126 1.090
112 H 17.3386 20.7504 19.8513  C103 1.090
113 H 17.5219 19.4940 21.0339  C103 1.090
114 H 15.9225 19.8916 20.2723  C103 1.090
115 H 17.1906 17.0864 20.1340  C105 1.090
116 H 17.0997 16.8424 18.5071  C105 1.090
117 H 14.8120 17.5877 20.2672  C106 1.090
118 H 14.9952 16.4524 18.9147  C106 1.090
119 H 14.8827 19.2903 18.5096  N107 1.010
120 H 12.9300 18.1920 19.6676  C108 1.090
121 H 12.7206 17.4132 18.1560  C108 1.090
122 H 11.2826 19.4033 17.9984  C109 1.090
123 H 12.6574 19.7432 17.0281  C109 1.090
124 H 11.9889 22.2656 17.7117  C111 1.090
125 H 12.2266 22.5812 19.3720  C111 1.090
126 H 10.9073 21.5467 18.8769  C111 1.090
127 C 21.4884 10.7742 17.7018  O128 1.408, H136 1.090, H137 1.090, H138 1.090
128 O 20.5370 11.7154 17.2650  C127 1.408, C129 1.469
129 C 20.8760 13.0422 17.7965  O128 1.469, C130 1.502, H139 1.090, H140 1.090
130 C 19.8454 14.0874 17.4786  C129 1.502, N131 1.441, H141 1.090, H142 1.090
131 N 19.9691 14.6228 16.1461  C130 1.441, C132 1.470, H143 1.010
132 C 18.7871 15.4252 15.7985  N131 1.470, C133 1.550, H144 1.090, H145 1.090
133 C 18.8666 15.8586 14.3126  C132 1.550, O134 1.415, H146 1.090, H147 1.090
134 O 18.4068 14.9243 13.3543  C133 1.415, C135 1.427
135 C 18.2616 15.3439 11.9985  O134 1.427, H148 1.090, H149 1.090, H150 1.090
136 H 21.0837 9.8083 17.3994  C127 1.090
137 H 21.5881 10.8484 18.7846  C127 1.090
138 H 22.4612 11.0580 17.3001  C127 1.090
139 H 21.8701 13.3526 17.4750  C129 1.090
140 H 20.9173 12.8882 18.8748  C129 1.090
141 H 19.8901 14.8716 18.2343  C130 1.090
142 H 18.9750 13.4474 17.6227  C130 1.090
143 H 20.1460 13.8168 15.5636  N131 1.010
144 H 18.7202 16.3213 16.4153  C132 1.090
145 H 17.8589 14.9096 16.0447  C132 1.090
146 H 19.8784 16.1943 14.0852  C133 1.090
147 H 18.2050 16.7237 14.2698  C133 1.090
148 H 18.0242 14.4166 11.4771  C135 1.090
149 H 19.1683 15.7248 11.5285  C135 1.090
150 H 17.5889 16.1674 11.7589  C135 1.090
151 C 19.0818 27.1224 16.4866  O152 1.456, H160 1.090, H161 1.090, H162 1.090
152 O 17.8651 27.9075 16.6353  C151 1.456, C153 1.410
153 C 17.7256 28.7193 17.7795  O152 1.410, C154 1.500, H163 1.090, H164 1.090
154 C 17.6388 27.9443 19.0605  C153 1.500, N155 1.493, H165 1.090, H166 1.090
155 N 16.5419 26.9406 18.9279  C154 1.493, C156 1.441, H167 1.010
156 C 16.6559 25.8971 19.9148  N155 1.441, C157 1.559, H168 1.090, H169 1.090
157 C 15.5078 24.8557 19.7491  C156 1.559, O158 1.434, H170 1.090, H171 1.090
158 O 15.9365 23.8815 18.7887  C157 1.434, C159 1.432
159 C 15.0380 22.7726 18.6730  O158 1.432, H172 1.090, H173 1.090, H174 1.090
160 H 19.4526 26.6813 17.4119  C151 1.090
161 H 19.8701 27.6234 15.9246  C151 1.090
162 H 18.8585 26.1830 15.9809  C151 1.090
163 H 16.9002 29.4250 17.6857  C153 1.090
164 H 18.6105 29.3466 17.8862  C153 1.090
165 H 17.4709 28.5402 19.9577  C154 1.090
166 H 18.5984 27.4420 19.1822  C154 1.090
167 H 16.6097 26.4766 18.0334  N155 1.010
168 H 16.6038 26.3693 20.8958  C156 1.090
169 H 17.6184 25.3893 19.8518  C156 1.090
170 H 14.5679 25.2983 19.4190  C157 1.090
171 H 15.4348 24.3683 20.7213  C157 1.090
172 H 15.5177 21.9872 18.0890  C159 1.090
173 H 14.1283 23.0844 18.1597  C159 1.090
174 H 14.7458 22.3160 19.6186  C159 1.090
175 C 13.4427 16.0499 15.2879  O176 1.394, H184 1.090, H185 1.090, H186 1.090
176 O 14.1561 14.8855 15.0059  C175 1.394, C177 1.445
177 C 14.9104 14.4373 16.1542  O176 1.445, C178 1.560, H187 1.090, H188 1.090
178 C 13.9451 13.6955 17.1301  C177 1.560, N179 1.486, H189 1.090, H190 1.090
179 N 14.5940 12.8967 18.2026  C178 1.486, C180 1.435, H191 1.010
180 C 15.3303 13.6765 19.1566  N179 1.435, C181 1.552, H192 1.090, H193 1.090
181 C 16.2465 12.7146 19.9583  C180 1.552, O182 1.455, H194 1.090, H195 1.090
182 O 17.1449 12.0131 19.0534  C181 1.455, C183 1.434
183 C 17.8819 11.0011 19.7537  O182 1.434, H196 1.090, H197 1.090, H198 1.090
184 H 12.8908 16.3212 14.3879  C175 1.090
185 H 14.0202 16.9478 15.5080  C175 1.090
186 H 12.7826 15.9550 16.1502  C175 1.090
187 H 15.4174 15.2363 16.6953  C177 1.090
188 H 15.6748 13.7427 15.8061  C177 1.090
189 H 13.3138 12.9441 16.6557  C178 1.090
190 H 13.1914 14.3169 17.6137  C178 1.090
191 H 15.1869 12.2480 17.7049  N179 1.010
192 H 14.6464 14.2208 19.8080  C180 1.090
193 H 16.0205 14.4282 18.7735  C180 1.090
194 H 15.6153 12.0132 20.5039  C181 1.090
195 H 16.7832 13.3462 20.6663  C181 1.090
196 H 18.4287 11.3998 20.6082  C183 1.090
197 H 18.5494 10.4658 19.0784  C183 1.090
198 H 17.1351 10.3317 20.1806  C183 1.090
199 C 16.2066 18.3584 15.1581  O200 1.429, H208 1.090, H209 1.090, H210 1.090
200 O 17.2110 19.2023 14.5926  C199 1.429, C201 1.437
201 C 16.9590 19.7807 13.3014  O200 1.437, C202 1.531, H211 1.090, H212 1.090
202 C 17.1758 21.2960 13.3042  C201 1.531, N203 1.483, H213 1.090, H214 1.090
203 N 15.9696 22.1557 13.3689  C202 1.483, C204 1.491, H215 1.010
204 C 15.0695 21.9007 14.5293  N203 1.491, C205 1.553, H216 1.090, H217 1.090
205 C 14.6366 23.2920 15.0656  C204 1.553, O206 1.427, H218 1.090, H219 1.090
206 O 15.7376 24.0602 15.5502  C205 1.427, C207 1.366
207 C 15.6022 25.4188 15.5820  O206 1.366, H220 1.090, H221 1.090, H222 1.090
208 H 15.2456 18.8522 15.3023  C199 1.090
209 H 16.4379 18.1402 16.2006  C199 1.090
210 H 16.2203 17.3550 14.7325  C199 1.090
211 H 15.9500 19.5644 12.9502  C201 1.090
212 H 17.5956 19.3060 12.5547  C201 1.090
213 H 17.5923 21.5912 12.3411  C202 1.090
214 H 17.9059 21.6292 14.0418  C202 1.090
215 H 16.3681 23.0625 13.5663  N203 1.010
216 H 15.6029 21.3484 15.3030  C204 1.090
217 H 14.1658 21.3328 14.3081  C204 1.090
218 H 13.9317 23.1640 15.8871  C205 1.090
219 H 14.1180 23.8702 14.3008  C205 1.090
220 H 15.2065 25.6961 14.6049  C207 1.090
221 H 16.5866 25.7669 15.8949  C207 1.090
222 H 14.9196 25.6095 16.4101  C207 1.090

These are the Löwdin partial charges, in e, on atoms 1 to 6: C -0.11; O -0.19; C -0.17; C -0.43; C -0.06; N 0.07